# 1
4 unconnected molecules or ions with the total composition C15H36FNO6PS5 in a non-equilibrium geometry. Source: OMol25; level of theory: the ωB97M-V functional and the def2-TZVPD basis.

```
65
Properties=species:S:1:pos:R:3:forces:R:3
C -1.605 0.303 2.202 0.174 0.077 -0.376
C -1.598 -0.767 1.091 -1.200 -0.519 1.640
C -2.605 -1.864 1.553 0.963 0.094 -0.005
C -0.206 -1.442 1.089 0.332 0.251 -0.478
C 0.708 -1.194 -0.148 0.291 0.194 -0.174
P 0.965 -2.810 -1.028 0.657 0.260 -1.006
S 2.248 -2.707 -2.477 0.029 -0.165 0.023
S 2.288 -0.620 0.558 -0.969 -0.001 2.451
O 2.027 0.581 1.272 -0.326 1.226 -0.845
O 2.849 -1.611 1.405 0.693 -1.366 -0.890
F 3.236 -0.273 -0.617 -0.125 -0.271 -0.267
C 0.268 -0.113 -1.186 -0.289 -1.169 0.164
C -1.126 0.533 -0.988 0.158 1.699 -1.350
C -1.718 0.691 -2.407 -0.315 -0.126 0.172
C -0.952 1.979 -0.445 -0.332 0.033 0.252
N -2.077 -0.287 -0.223 1.625 -1.227 -0.065
O -2.572 -1.250 -0.922 -0.256 0.288 -0.107
H -0.780 1.008 2.108 -0.108 0.166 -0.115
H -1.483 -0.202 3.157 0.058 -0.102 0.022
H -2.567 0.806 2.266 -0.004 0.160 -0.158
H -2.429 -2.006 2.614 -0.306 0.028 0.105
H -2.372 -2.814 1.078 -0.292 0.007 -0.333
H -3.629 -1.577 1.355 -0.128 0.030 0.134
H -0.343 -2.517 1.208 0.038 -0.084 -0.086
H 0.325 -1.122 1.981 -0.055 0.016 0.082
H -0.323 -3.106 -1.521 -0.122 0.050 0.598
H 1.272 -3.787 -0.058 -0.341 0.295 0.145
H 1.043 0.641 -1.256 -0.136 0.283 -0.025
H 0.263 -0.595 -2.164 0.114 -0.049 -0.036
H -2.781 0.916 -2.327 -0.014 0.129 0.014
H -1.633 -0.225 -2.986 -0.004 -0.052 -0.020
H -1.225 1.497 -2.939 0.203 -0.059 -0.054
H -1.589 2.209 0.406 0.015 -0.114 0.071
H 0.078 2.214 -0.192 0.058 -0.146 0.294
H -1.222 2.687 -1.224 -0.086 0.019 -0.058
C 6.903 3.784 0.681 0.083 -0.023 0.096
S 5.343 3.828 -0.215 -0.006 -0.008 -0.073
O 4.547 4.952 0.343 0.051 -0.055 0.048
C 4.683 2.309 0.481 0.086 -0.014 0.097
H 7.466 4.678 0.422 -0.053 0.016 -0.042
H 6.710 3.770 1.754 -0.064 0.012 -0.014
H 7.467 2.899 0.385 -0.017 0.002 -0.029
H 4.636 2.389 1.567 -0.023 0.059 -0.008
H 5.317 1.470 0.191 0.013 0.018 -0.042
H 3.683 2.161 0.085 -0.018 0.108 -0.021
C -5.948 -0.830 5.571 -0.116 -0.036 -0.043
S -4.179 -1.137 5.663 0.033 0.065 0.103
O -3.634 -0.974 4.287 -0.145 -0.040 0.173
C -4.305 -2.902 5.977 -0.062 -0.113 -0.033
H -6.095 0.223 5.338 0.072 0.008 0.005
H -6.388 -1.444 4.786 0.060 -0.012 -0.020
H -6.406 -1.057 6.534 0.034 0.011 0.016
H -4.853 -3.382 5.165 0.005 0.054 -0.031
H -4.814 -3.067 6.927 0.017 0.031 0.012
H -3.298 -3.309 6.029 0.024 0.070 -0.004
C 0.253 -0.674 -6.139 -0.071 -0.016 -0.111
S 1.375 0.365 -5.193 0.102 -0.070 0.119
O 0.599 1.551 -4.739 -0.018 -0.010 -0.068
C 2.377 0.887 -6.592 -0.006 0.044 -0.142
H -0.492 -1.075 -5.455 0.043 0.022 0.056
H -0.238 -0.079 -6.910 0.020 0.055 0.034
H 0.812 -1.494 -6.590 0.023 -0.006 0.046
H 1.748 1.381 -7.333 -0.042 0.005 0.043
H 2.869 0.018 -7.029 0.000 -0.017 0.040
H 3.128 1.584 -6.227 -0.028 -0.012 0.070
```
Positions in Å, forces in eV/Å.

Output
multiplicity	2
E_HOMO (alpha / beta)	-0.3179 / -0.3179	Ha
gap between HOMO and LUMO (alpha / beta)	9.2 / 8.6	eV

The net atomic charges from Mulliken, expressed in e, are: C -2.22; C 1.76; C -1.70; C -2.64; C 2.32; P -0.06; S -0.36; S 1.48; O -0.56; O -0.73; F -0.14; C -2.25; C 2.12; C -2.08; C -1.85; N 0.50; O -0.63; H 0.46; H 0.56; H 0.39; H 0.51; H 0.37; H 0.39; H 0.40; H 0.45; H 0.12; H 0.13; H 0.48; H 0.18; H 0.46; H 0.35; H 0.55; H 0.33; H 0.35; H 0.53; C -0.95; S 0.50; O -0.63; C -0.68; H 0.34; H 0.30; H 0.33; H 0.37; H 0.39; H 0.03; C -1.00; S 0.38; O -0.44; C -0.99; H 0.32; H 0.31; H 0.40; H 0.31; H 0.41; H 0.31; C -0.98; S 0.69; O -0.65; C -1.09; H 0.26; H 0.36; H 0.39; H 0.33; H 0.37; H 0.33

=====

# 2
A molecular structure, C15H36N5O6V in a non-equilibrium geometry. Source: OMol25; level of theory: the ωB97M-V functional and the def2-TZVPD basis.

```
63
Properties=species:S:1:pos:R:3:forces:R:3
V 8.209 11.205 9.168 1.477 0.404 -1.085
O 9.855 10.511 8.026 -0.959 -0.211 0.843
H 10.286 10.914 7.282 0.021 0.387 -0.315
C 7.504 15.639 8.317 0.176 -0.479 -1.436
C 7.827 14.294 7.629 0.203 0.768 1.139
O 8.330 13.399 8.304 -0.060 -0.689 -0.103
N 7.594 14.240 6.323 -0.250 -0.102 -0.269
C 7.884 13.088 5.473 0.535 0.679 -0.368
H 6.676 15.471 8.998 0.280 0.114 0.416
H 7.188 16.380 7.569 0.067 -0.079 0.309
H 8.449 15.981 8.754 -0.504 -0.044 0.348
H 7.124 15.048 5.964 0.017 -0.020 -0.444
H 7.496 12.194 5.940 0.138 -0.292 -0.009
H 8.972 13.039 5.283 -0.424 -0.289 0.362
H 7.440 13.256 4.488 -0.206 -0.070 0.286
C 4.653 9.874 7.138 -0.832 0.630 -1.663
C 6.077 9.718 7.434 1.195 1.232 0.252
O 6.712 10.754 7.741 -0.252 -0.535 0.326
N 6.625 8.543 7.273 0.155 -2.104 0.141
C 8.016 8.078 7.417 -0.043 1.106 -0.431
H 4.634 10.597 6.298 -0.224 -0.381 0.318
H 4.169 10.367 7.938 -0.402 0.584 1.011
H 4.048 9.018 6.871 0.290 -0.421 -0.090
H 6.014 7.824 6.901 -0.025 0.276 0.246
H 8.694 8.906 7.697 -0.263 -0.155 -0.249
H 8.263 7.761 6.411 0.532 -0.371 -0.007
H 8.109 7.265 8.134 -0.284 -0.057 -0.092
C 10.669 14.097 10.577 0.921 0.988 -2.239
C 10.059 12.958 11.233 -0.644 -1.964 -0.711
O 9.633 11.959 10.629 -0.147 0.564 0.855
N 10.134 13.032 12.555 -0.472 0.523 1.139
C 9.635 12.074 13.508 -0.007 -0.995 -0.470
H 11.745 14.010 10.728 0.114 0.203 0.112
H 10.326 15.046 10.954 -0.080 0.356 0.307
H 10.527 14.093 9.482 -0.187 -0.220 0.619
H 10.504 13.898 12.906 0.089 -0.015 0.189
H 10.485 11.610 14.013 -0.273 0.149 0.403
H 9.158 11.274 12.940 -0.001 0.017 -0.087
H 8.870 12.460 14.189 0.440 0.223 0.024
C 6.271 13.439 12.252 -0.266 0.265 0.610
C 6.119 12.206 11.444 0.690 -0.953 -0.727
O 6.713 12.119 10.351 -1.075 -0.118 1.217
N 5.455 11.173 12.035 -0.357 0.616 -1.069
C 5.167 9.919 11.348 2.397 -0.086 0.143
H 7.311 13.488 12.570 0.118 0.116 -0.110
H 5.665 13.366 13.150 -0.113 0.290 0.126
H 6.023 14.345 11.696 0.038 -0.204 -0.031
H 4.897 11.369 12.844 0.038 0.256 0.255
H 5.824 9.921 10.465 -0.625 -0.114 0.119
H 4.142 9.730 11.113 -0.676 0.178 -0.045
H 5.595 9.138 11.986 -0.469 -0.195 -0.178
C 10.415 8.842 10.297 -0.790 -0.829 -0.393
C 8.959 8.470 10.447 1.046 1.393 -0.685
O 8.035 9.248 10.171 -0.462 0.654 -0.079
N 8.681 7.253 10.856 -0.469 -1.812 0.188
C 9.647 6.201 11.181 -0.367 0.628 0.791
H 10.535 9.770 9.731 0.001 -0.113 0.338
H 10.833 8.026 9.695 0.365 0.184 0.133
H 10.831 8.790 11.293 0.518 0.255 0.199
H 7.703 7.037 10.943 -0.150 -0.012 -0.078
H 10.122 5.698 10.332 0.040 0.488 0.124
H 9.164 5.454 11.791 -0.473 -0.321 -0.102
H 10.306 6.673 11.898 0.931 -0.279 -0.323
```
Positions in Å, forces in eV/Å.

Output
relative energy (zero: lowest compared OMol25 entry of this formula, charge and spin)	0.000	eV
multiplicity	4
charge	+1
E_HOMO (alpha / beta)	-0.3142 / -0.3808	Ha
gap between HOMO and LUMO (alpha / beta)	6.8 / 8.6	eV

The net atomic charges from Mulliken, expressed in e, are: V 1.19; O -0.86; H -0.03; C -1.10; C 0.70; O -0.67; N -0.18; C -0.63; H 0.18; H 0.46; H 0.23; H 0.24; H -0.05; H 0.27; H 0.38; C -1.37; C 0.83; O -0.15; N -0.14; C -0.75; H 0.29; H 0.29; H 0.43; H 0.26; H 0.20; H 0.39; H 0.24; C -1.49; C 0.79; O -0.33; N -0.12; C -0.78; H 0.37; H 0.49; H 0.16; H 0.22; H 0.33; H 0.15; H 0.35; C -0.98; C 0.75; O -0.60; N -0.20; C -0.27; H 0.08; H 0.41; H 0.23; H 0.22; H -0.27; H 0.35; H 0.26; C -1.36; C 0.41; O -0.06; N -0.10; C -1.04; H 0.13; H 0.49; H 0.44; H 0.32; H 0.28; H 0.40; H 0.34

=====

# 3
A molecular structure, C15H37LiN2O5 in a non-equilibrium geometry. Source: OMol25; level of theory: the ωB97M-V functional and the def2-TZVPD basis.

```
60
Properties=species:S:1:pos:R:3:forces:R:3
Li -0.024 -0.490 -0.309 -2.373 0.467 -1.055
C 0.223 -2.419 -2.449 -0.205 0.266 -2.374
C 1.419 -2.067 -1.576 -0.034 0.839 0.504
C 2.767 -2.238 -2.318 -0.378 -0.907 -0.514
O 1.250 -0.855 -0.917 4.895 -1.889 -3.941
H 0.257 -3.378 -2.966 0.578 -0.223 -0.128
H 0.159 -1.646 -3.215 0.267 0.077 -0.629
H -0.774 -2.370 -2.012 1.500 -0.434 -0.542
H 1.347 -2.852 -0.823 0.778 -0.830 0.534
H 2.828 -3.273 -2.653 0.233 -0.601 0.596
H 3.655 -1.985 -1.739 -0.233 0.016 0.212
H 2.878 -1.820 -3.318 -0.483 1.128 0.121
C -1.734 -3.257 -0.002 -0.717 -0.735 -0.205
O -1.408 -2.012 -0.603 -2.417 0.077 1.950
C -2.449 -1.075 -0.946 -0.190 0.623 -0.892
C -1.818 0.064 -1.711 1.261 1.732 0.118
N -0.829 0.877 -0.950 0.375 1.730 -1.277
C -0.181 1.952 -1.727 -0.978 -1.501 -0.255
C 0.713 2.784 -0.814 0.944 -1.997 -0.417
O 0.006 3.400 0.211 -0.528 1.652 0.179
C 0.786 4.413 0.817 -0.247 0.731 -0.234
H -1.661 -3.319 1.084 -0.394 0.806 0.277
H -1.092 -4.097 -0.265 0.867 0.620 -0.805
H -2.689 -3.646 -0.353 -0.446 0.429 0.249
H -3.044 -0.540 -0.206 0.282 -1.041 1.070
H -3.155 -1.450 -1.686 -0.103 -0.870 0.148
H -2.558 0.799 -2.025 -0.784 -0.421 -0.338
H -1.326 -0.347 -2.592 0.128 0.304 -0.008
H -1.232 1.408 -0.192 -0.490 -0.727 -0.827
H -1.003 2.474 -2.216 0.003 1.141 0.067
H 0.291 1.462 -2.579 0.952 0.218 0.248
H 1.410 3.389 -1.393 -0.426 0.787 -0.073
H 1.370 2.149 -0.220 0.525 -0.917 -0.771
H 0.104 5.022 1.411 0.151 0.049 -0.013
H 1.275 5.015 0.050 -0.364 0.397 -0.259
H 1.647 4.141 1.428 -0.167 -0.998 0.356
C -3.789 2.174 0.716 0.484 0.711 0.285
O -2.618 1.397 0.691 -0.097 -0.440 1.960
C -1.772 1.622 1.847 0.275 -0.839 0.436
C -0.477 0.724 1.885 0.413 0.701 -1.266
N -0.566 -0.601 1.204 -0.349 1.364 4.907
C 0.633 -1.523 1.406 -0.469 0.412 2.532
C 1.973 -0.727 1.668 -0.570 0.108 0.180
O 3.050 -1.605 1.905 0.514 0.170 0.330
C 4.306 -1.002 2.329 -0.727 -0.659 -1.626
H -4.091 2.394 1.740 -0.248 -0.179 0.143
H -4.594 1.660 0.190 0.151 0.096 -0.107
H -3.512 3.130 0.271 -0.553 0.227 -0.302
H -2.366 1.475 2.749 -0.223 -0.330 0.066
H -1.434 2.658 1.887 -0.002 0.074 -0.231
H 0.006 0.794 2.860 -0.805 -0.597 0.751
H 0.293 1.275 1.344 -0.159 0.106 -0.438
H -1.450 -0.987 1.505 0.310 -0.689 0.084
H 0.609 -2.310 0.651 0.542 0.523 0.057
H 0.393 -2.020 2.346 0.375 -0.368 0.388
H 1.866 -0.142 2.581 -0.384 0.088 0.390
H 2.152 -0.003 0.873 0.238 -0.373 -0.305
H 4.295 -0.178 3.043 -0.684 -0.399 0.671
H 4.790 -0.539 1.469 0.075 -0.117 -0.387
H 4.894 -1.876 2.611 0.112 0.412 0.408
```
Positions in Å, forces in eV/Å.

Output
E_HOMO	-0.2505	Ha
gap between HOMO and LUMO	7.2	eV

The net atomic charges from Mulliken, expressed in e, are: Li 1.49; C -1.41; C 1.44; C -1.64; O -1.00; H 0.43; H 0.32; H 0.18; H 0.05; H 0.41; H 0.34; H 0.33; C -0.97; O -0.34; C -0.81; C -1.12; N 0.00; C -0.89; C -0.76; O -0.24; C -0.90; H 0.30; H 0.33; H 0.35; H 0.49; H 0.50; H 0.70; H 0.41; H -0.01; H 0.55; H 0.30; H 0.67; H 0.25; H 0.26; H 0.36; H 0.34; C -1.02; O -0.07; C -1.13; C -0.72; N -0.49; C -0.83; C -0.47; O -0.43; C -0.79; H 0.37; H 0.21; H 0.32; H 0.55; H 0.38; H 0.62; H 0.13; H 0.32; H 0.09; H 0.61; H 0.68; H 0.11; H 0.29; H 0.31; H 0.28

=====

# 4
8 unconnected molecules or ions with the total composition C15H37N3O14S in a non-equilibrium geometry. Source: OMol25; level of theory: the ωB97M-V functional and the def2-TZVPD basis.

```
70
Properties=species:S:1:pos:R:3:forces:R:3
N -1.242 3.715 -0.348 -0.333 -0.330 -0.785
H -2.099 3.817 -0.892 -0.184 -0.049 0.411
H -1.448 3.678 0.661 0.181 0.327 0.358
H -0.654 4.493 -0.636 0.169 0.102 0.657
H -0.784 2.800 -0.658 0.444 -0.437 -0.228
N -1.425 1.461 -4.091 1.370 0.387 0.472
H -0.750 2.016 -4.622 -0.075 -0.356 -0.362
H -1.824 0.728 -4.681 -0.480 0.285 0.077
H -2.033 2.161 -3.668 -0.767 -0.552 -0.279
H -0.877 1.066 -3.288 0.054 0.119 0.490
N 1.863 3.202 -2.784 -1.668 -0.470 0.149
H 1.751 3.224 -3.793 0.626 -0.071 -0.044
H 1.060 2.633 -2.365 0.105 -0.578 0.269
H 1.738 4.143 -2.419 0.876 0.035 0.101
H 2.684 2.696 -2.411 0.646 0.686 0.032
C 0.341 0.322 -0.891 1.477 0.485 0.027
O 0.032 1.541 -1.519 -1.072 0.964 -0.844
H 0.361 -0.504 -1.610 -0.491 -0.215 0.256
H 1.382 0.350 -0.520 -0.030 0.014 -0.021
H -0.241 0.129 0.016 -0.472 -0.207 -0.285
C -1.229 -0.727 4.446 0.789 0.050 0.022
C -1.003 -0.175 3.045 -1.344 -1.116 0.521
C -2.319 0.012 2.285 -0.350 -0.075 -0.016
O -2.388 1.415 2.023 0.091 0.560 0.148
C -1.339 2.040 2.589 0.307 -1.023 0.029
O -1.164 3.221 2.563 0.014 0.256 -0.482
O -0.478 1.147 3.127 0.095 0.532 -0.404
H -1.934 -0.121 5.013 -0.151 -0.062 -0.109
H -0.286 -0.721 4.997 -0.006 0.057 -0.033
H -1.536 -1.773 4.411 -0.263 0.088 -0.090
H -0.435 -0.896 2.450 0.887 0.642 0.174
H -3.168 -0.285 2.905 -0.067 0.099 -0.193
H -2.349 -0.492 1.320 -0.018 -0.097 0.129
C -3.871 -1.603 -0.768 0.076 -0.193 0.691
C -4.567 -2.672 0.068 -1.369 0.472 0.047
C -6.128 -2.564 0.012 1.140 0.725 -0.271
O -6.536 -3.857 -0.357 -0.384 0.046 -0.129
C -5.478 -4.605 -0.740 -0.185 -0.393 0.252
O -5.532 -5.703 -1.169 -0.090 -0.030 -0.163
O -4.323 -3.937 -0.519 0.549 0.189 0.130
H -4.072 -1.832 -1.813 0.236 0.045 -0.066
H -2.808 -1.625 -0.522 0.133 -0.045 -0.484
H -4.226 -0.592 -0.555 -0.198 -0.085 0.149
H -4.294 -2.685 1.124 0.539 -0.036 -0.085
H -6.366 -1.802 -0.736 -0.435 -0.352 -0.223
H -6.576 -2.240 0.948 -0.037 -0.338 0.119
C 5.069 0.546 2.663 -0.061 -0.292 0.599
C 3.894 0.601 1.716 1.382 0.797 -0.274
C 2.808 1.588 2.128 -0.937 -0.994 0.687
O 2.709 2.511 1.051 -0.266 0.239 -0.271
C 3.637 2.226 0.123 0.494 -0.220 0.352
O 3.786 2.842 -0.899 -0.555 0.216 -0.333
O 4.393 1.211 0.484 -0.248 -0.334 -0.075
H 4.771 0.066 3.600 -0.020 0.016 -0.033
H 5.412 1.550 2.912 -0.097 0.057 -0.097
H 5.924 -0.007 2.278 -0.168 -0.085 -0.240
H 3.517 -0.378 1.428 -0.046 -0.043 0.150
H 2.959 2.085 3.086 0.473 0.300 -0.252
H 1.866 1.048 2.260 -0.107 0.284 -0.310
C 2.297 -3.009 -1.876 -0.484 0.752 0.273
C 3.036 -2.694 -0.597 0.207 -0.893 0.062
O 4.341 -2.373 -1.043 0.643 0.648 -0.500
S 4.315 -1.619 -2.492 -0.116 -1.167 1.049
O 5.155 -2.368 -3.362 -0.596 0.609 0.258
O 4.480 -0.214 -2.306 -0.475 -0.456 -0.348
O 2.736 -1.950 -2.736 0.653 0.718 -0.676
H 1.230 -2.851 -1.717 -0.026 -0.302 -0.302
H 2.524 -3.972 -2.327 0.035 -0.072 0.176
H 3.102 -3.579 0.037 0.121 0.165 0.111
H 2.609 -1.855 -0.042 -0.139 0.004 -0.120
```
Positions in Å, forces in eV/Å.

Output
relative energy (zero: lowest compared OMol25 entry of this formula, charge and spin)	0.266	eV
charge	+2
E_HOMO	-0.5406	Ha
gap between HOMO and LUMO	7.8	eV

The net atomic charges from Mulliken, expressed in e, are: N -0.23; H 0.40; H 0.29; H 0.39; H 0.15; N -0.36; H 0.36; H 0.40; H 0.37; H 0.10; N -0.24; H 0.41; H 0.22; H 0.39; H 0.32; C 0.20; O -0.82; H 0.21; H -0.56; H 0.00; C -1.58; C 0.70; C 0.35; O -0.36; C 0.67; O -0.66; O -0.35; H 0.39; H 0.40; H 0.43; H 0.15; H 0.32; H -0.48; C -1.43; C 0.57; C -0.46; O -0.32; C 0.61; O -0.47; O -0.40; H 0.48; H 0.19; H 0.39; H 0.28; H 0.27; H 0.33; C -1.64; C 0.92; C 0.06; O -0.27; C 0.66; O -0.73; O -0.29; H 0.42; H 0.40; H 0.38; H -0.13; H 0.34; H -0.15; C -0.39; C 0.35; O -0.34; S 1.08; O -0.54; O -0.45; O -0.31; H 0.28; H 0.32; H 0.38; H -0.34